# 1
109
Properties=species:S:1:pos:R:3:forces:R:3:mulliken_charge:R:1 method="wB97M-V/def2-TZVPD" homo_ev=-9.506 charge=+1 orbital_gap_ev=7.6727 relative_energy_kj_mol=0.00
Ir -1.04342 0.65477 0.04686 0.0 0.6 0.1 1.895
O -4.29869 -1.25717 -3.83607 0.0 0.0 -0.1 -0.687
C -4.95540 -1.53170 -2.69909 0.0 0.0 0.0 0.560
C -6.17640 -2.19875 -2.81543 0.0 0.0 0.0 -0.793
C -6.90194 -2.52549 -1.69009 0.0 0.0 0.0 -0.360
C -6.43247 -2.19909 -0.41832 0.0 0.0 0.0 -1.093
C -5.23026 -1.53844 -0.29699 0.0 0.0 0.0 -0.362
C -4.47544 -1.18956 -1.42333 0.0 0.0 -0.1 0.043
C -3.20280 -0.48284 -1.22300 0.1 0.2 -0.1 0.448
O -2.87937 -0.17751 0.00255 0.5 -0.3 -0.6 -0.843
N -2.45868 -0.19727 -2.26407 -0.2 0.0 0.2 -0.735
N -1.28968 0.52402 -1.95604 -0.3 -0.1 0.0 1.008
C -0.63787 0.86148 -3.01778 0.0 0.1 0.1 0.063
S 0.84700 1.78892 -3.00627 0.0 0.0 0.1 0.110
C 0.79270 2.15304 -4.78335 0.0 0.0 0.0 -0.696
C 0.25181 0.92768 -5.48550 0.0 0.0 0.0 -0.572
S -1.24295 0.41108 -4.60276 0.0 0.0 0.0 -0.101
H -3.45542 -0.81579 -3.60645 0.0 0.0 0.0 0.620
H -6.52517 -2.45006 -3.80760 0.0 0.0 0.0 0.454
H -7.84489 -3.04533 -1.80061 0.0 0.0 0.0 0.391
H -7.00277 -2.46290 0.46126 0.0 0.0 0.0 0.447
H -4.83875 -1.27574 0.67642 0.0 0.0 0.0 0.398
H 1.81052 2.38578 -5.09535 0.0 0.0 0.0 0.448
H 0.15631 3.01884 -4.96193 0.0 0.0 0.0 0.315
H 0.98082 0.11837 -5.48453 0.0 0.0 0.0 0.299
H -0.03426 1.14927 -6.51309 0.0 0.0 0.0 0.430
C 0.95510 -2.04030 4.26742 0.0 0.1 0.0 -1.190
N 0.76581 -2.36709 2.86574 -0.1 -0.1 0.0 0.419
C 1.19279 -3.71366 2.48724 0.0 0.0 0.0 -0.947
C 0.61406 -3.88529 1.08857 0.0 0.0 0.0 -0.175
N -0.45761 -2.91064 1.09736 0.1 -0.1 -0.2 0.050
C -1.41101 -2.82683 0.01753 -0.1 -0.1 0.0 -0.941
C -0.27256 -1.95602 2.04621 0.0 -0.2 -0.1 -0.062
N -0.98723 -0.87262 2.03122 0.0 0.5 0.4 -0.149
C -0.97317 0.03839 3.15251 0.1 0.1 -0.2 -1.344
C -2.10218 1.04205 3.01542 0.1 -0.1 0.1 -1.157
N -1.97946 1.86531 1.81366 -0.1 -0.1 -0.1 0.071
C -2.69344 2.94438 1.72975 0.0 0.1 0.0 -0.488
N -2.73794 3.76293 0.60833 0.0 0.2 0.0 0.646
C -2.54802 3.34825 -0.77180 0.0 -0.1 0.1 -0.790
C -3.81566 4.73481 0.75124 0.0 0.0 0.0 -0.745
C -3.96741 4.83008 2.24780 0.0 0.0 0.0 -0.770
N -3.50351 3.52050 2.69171 -0.1 0.0 -0.1 0.136
C -3.44874 3.38627 4.14139 0.0 0.0 0.1 -1.229
H 1.81181 -2.61486 4.61663 0.0 0.0 0.0 0.416
H 0.09611 -2.31682 4.88592 0.0 0.0 0.0 0.342
H 1.19034 -0.99049 4.41766 -0.1 0.1 0.0 0.344
H 0.79541 -4.45720 3.18793 0.0 0.0 0.0 0.493
H 2.28153 -3.77655 2.48956 0.0 0.0 0.0 0.462
H 0.21872 -4.88660 0.91603 0.0 0.0 0.0 0.546
H 1.35311 -3.66435 0.31006 0.0 0.0 0.0 -0.140
H -1.61778 -3.84030 -0.32648 0.0 0.0 0.0 0.526
H -1.04088 -2.23837 -0.82910 -0.1 -0.1 0.0 0.144
H -2.33384 -2.38637 0.38985 0.1 0.0 0.0 0.395
H -0.02209 0.59132 3.21264 0.0 0.0 0.0 0.110
H -1.12847 -0.46066 4.11141 0.0 -0.1 0.0 0.605
H -2.06103 1.64431 3.91773 0.0 -0.1 0.0 0.556
H -3.05437 0.50185 2.99184 0.0 0.0 0.0 0.412
H -1.57073 2.90983 -0.93657 0.0 0.1 0.0 -0.146
H -2.62273 4.24956 -1.37998 0.0 0.0 0.0 0.523
H -3.32263 2.64486 -1.09738 0.0 0.0 0.0 0.215
H -4.72851 4.36589 0.26809 0.0 0.0 0.0 0.398
H -3.54030 5.68239 0.28901 0.0 0.0 0.0 0.318
H -4.99521 4.99736 2.56650 0.0 0.0 0.0 0.427
H -3.33863 5.62435 2.66906 0.0 0.0 0.0 0.400
H -4.13465 4.12569 4.54980 0.0 0.0 0.0 0.434
H -2.45488 3.59699 4.54552 0.0 0.0 0.0 0.370
H -3.78917 2.41320 4.48304 0.0 0.0 0.0 0.377
C 5.59202 -5.00169 -0.78776 0.0 0.0 0.0 -1.622
C 5.44129 -3.71775 -1.61564 0.0 0.0 0.0 1.803
C 6.79837 -3.00720 -1.70810 0.0 0.0 0.0 -1.616
C 5.00438 -4.10697 -3.02826 0.0 0.0 0.0 -2.060
C 4.42800 -2.79460 -0.93613 0.0 0.0 0.0 0.585
C 4.68194 -2.34857 0.36579 0.0 0.0 0.0 -0.253
C 3.81269 -1.51321 1.06127 0.0 0.0 0.0 -2.223
C 2.66338 -1.13311 0.40589 0.1 0.0 -0.1 1.043
O 1.63671 -0.34131 0.84451 -0.1 0.2 -0.1 -0.777
B 0.67600 -0.32541 -0.19609 0.1 -0.7 0.0 1.325
O 1.17974 -1.06809 -1.27852 -0.3 0.1 0.0 -0.768
C 2.39484 -1.56280 -0.87990 0.2 0.0 0.1 -0.700
C 3.25312 -2.38711 -1.57529 0.0 0.0 0.0 -0.470
H 6.27101 -5.69455 -1.28805 0.0 0.0 0.0 0.456
H 4.62908 -5.50035 -0.66277 0.0 0.0 0.0 0.342
H 5.99790 -4.79710 0.20339 0.0 0.0 0.0 0.328
H 7.52079 -3.64305 -2.22309 0.0 0.0 0.0 0.457
H 7.20207 -2.77830 -0.72152 0.0 0.0 0.0 0.321
H 6.71180 -2.07136 -2.26289 0.0 0.0 0.0 0.371
H 5.75714 -4.75744 -3.47477 0.0 0.0 0.0 0.438
H 4.89765 -3.23398 -3.67493 0.0 0.0 0.0 0.401
H 4.05836 -4.65185 -3.02490 0.0 0.0 0.0 0.387
H 5.59133 -2.66502 0.85941 0.0 0.0 0.0 0.474
H 4.02436 -1.18451 2.07070 0.0 0.0 0.0 0.590
H 3.00090 -2.70738 -2.57559 0.0 0.0 0.0 0.654
C 0.45210 5.85365 0.98648 0.0 0.0 0.0 -1.145
C 0.97331 4.70387 0.13800 0.0 0.0 0.1 -0.427
S 0.80149 3.13101 1.02689 0.1 -0.1 -0.1 0.565
O 0.44662 2.16739 -0.12119 0.0 -0.1 0.2 -0.798
C 2.51403 2.71371 1.41848 0.0 0.2 0.1 -0.325
C 3.42524 2.55104 0.21528 0.0 -0.1 -0.1 -1.180
H 0.46301 6.77445 0.40445 0.0 0.0 0.0 0.411
H 1.06991 6.01506 1.87044 0.0 0.0 0.0 0.350
H -0.57023 5.65928 1.31198 0.0 0.0 0.0 0.173
H 2.01100 4.83955 -0.15870 0.0 0.0 0.0 0.479
H 0.38262 4.54854 -0.76475 0.0 0.0 0.0 0.209
H 2.42808 1.78674 1.98574 -0.1 0.0 0.0 -0.042
H 2.84406 3.49757 2.10717 0.0 0.0 0.0 0.737
H 2.94221 1.96057 -0.56649 0.0 0.0 0.1 0.110
H 4.32597 2.02012 0.52100 0.0 0.0 0.0 0.408
H 3.73216 3.50899 -0.20107 0.0 0.0 0.0 0.439


# 2
98
Properties=species:S:1:pos:R:3:forces:R:3:mulliken_charge:R:1 method="wB97M-V/def2-TZVPD" homo_ev=-10.762 charge=+2 orbital_gap_ev=3.8006 relative_energy_kj_mol=584.79
P -0.08759 -3.91124 0.84680 0.8 0.5 -2.1 -0.455
C -1.77091 -4.15707 0.55855 -1.9 -0.7 -0.6 1.177
C -1.79616 -5.34781 -0.23106 -1.1 0.0 0.4 -0.620
H -0.90112 -5.59588 -0.81890 -0.5 -0.2 0.4 0.350
C -2.89442 -6.19470 -0.16038 0.2 0.5 -0.5 -0.706
H -2.86554 -7.13127 -0.72182 -0.2 0.3 0.2 0.415
C -4.00818 -5.82371 0.61325 0.5 0.2 -0.1 -0.492
H -4.84589 -6.51371 0.65645 0.0 0.2 0.2 0.414
C -4.02896 -4.59683 1.28590 -0.4 -0.4 -0.3 -0.639
H -4.92857 -4.34208 1.84463 0.3 0.1 -0.1 0.410
C -2.93265 -3.73211 1.25356 1.0 -0.6 -0.7 -0.651
H -2.95600 -2.76320 1.74560 0.1 -0.3 0.2 0.451
C 0.88733 -3.51236 -0.57283 0.6 1.2 -0.1 0.908
C 0.43413 -3.36808 -1.90548 0.1 0.0 0.4 0.147
H -0.63912 -3.36145 -2.12159 0.4 -0.1 0.2 0.746
C 1.36074 -3.26719 -2.94043 0.5 -0.1 0.2 -0.844
H 1.02931 -3.15623 -3.97366 0.0 -0.1 0.3 0.499
C 2.73460 -3.34164 -2.66634 0.0 0.1 0.1 -0.727
H 3.46220 -3.30467 -3.46916 -0.1 -0.1 0.0 0.491
C 3.19642 -3.47123 -1.34706 -0.1 0.2 0.1 -0.599
H 4.26354 -3.55701 -1.11837 -0.3 0.1 -0.2 0.484
C 2.28797 -3.50457 -0.29846 -0.4 -0.1 -0.3 -1.488
H 2.61378 -3.61796 0.74839 0.0 -0.1 -0.6 0.526
C 0.45396 -3.29403 2.37099 0.6 -0.5 1.6 0.693
C 0.51131 -4.55468 3.04830 0.8 1.2 1.3 -0.835
H 0.01783 -5.40803 2.57385 0.4 0.1 0.5 0.420
C 1.24184 -4.65565 4.22387 -0.5 -0.1 0.1 -0.732
H 1.32236 -5.64097 4.68385 0.1 0.4 0.1 0.430
C 1.81985 -3.50828 4.78072 -0.2 -0.3 -0.2 -0.722
H 2.35579 -3.61823 5.71714 0.0 0.2 -0.1 0.396
C 1.69754 -2.26479 4.15830 0.0 0.1 0.0 -0.849
H 2.13770 -1.39265 4.64954 -0.1 -0.2 -0.2 0.390
C 1.04019 -2.13061 2.92841 -0.5 -1.3 0.1 0.990
H 0.95345 -1.16484 2.44368 0.1 -0.2 -0.1 0.138
Zr -1.32568 1.80552 0.16074 -3.5 5.3 -1.0 -2.135
C 0.87392 2.38729 -0.63755 0.9 -0.9 0.1 -0.638
C 1.88453 1.51426 -0.83489 0.7 -0.7 0.2 0.686
H 1.16571 3.42069 -0.86589 -0.4 -0.2 0.0 -0.151
C 1.75202 0.00707 -0.50260 0.1 0.1 0.4 1.833
O 2.54711 -0.35251 0.68966 -0.6 -0.2 -1.9 -0.809
H 2.56841 -1.33893 0.70383 0.0 0.6 0.0 0.272
C 0.34384 -0.09267 -0.16161 -3.3 -1.2 -0.1 0.684
H 1.92400 -0.66562 -1.41322 0.2 0.6 1.3 -0.239
C -0.94193 -0.14565 -0.08328 5.5 -6.5 0.5 -0.859
Cl -3.52221 1.10017 0.88629 0.1 0.1 0.2 -0.413
P -0.63024 2.28888 2.62489 0.0 0.7 0.4 1.654
P -1.98332 0.63551 -2.44115 -0.3 0.4 -0.5 1.548
C -1.99011 3.29776 3.29434 0.0 0.0 0.2 -1.432
H -2.95635 2.85908 3.01932 0.2 0.0 0.2 0.422
H -1.94740 4.31665 2.89506 0.0 -0.2 0.2 0.410
H -1.87308 3.30778 4.38122 -0.2 0.2 -0.1 0.519
C -0.40847 0.95959 3.81920 -0.1 -0.4 0.1 -1.286
H 0.65431 0.70385 3.91087 -0.3 0.1 0.0 0.281
H -0.95332 0.07101 3.47851 0.1 0.1 0.3 0.268
H -0.81445 1.29361 4.78145 0.2 -0.2 -0.1 0.634
C 0.85626 3.31478 2.75120 0.1 0.1 0.2 -1.343
H 0.69310 4.28310 2.26433 0.0 -0.2 0.2 0.350
H 1.68512 2.80657 2.24299 -0.1 0.1 0.2 0.220
H 1.07665 3.44933 3.81511 0.2 0.2 -0.2 0.482
C -3.37035 1.44000 -3.30156 0.0 0.1 0.0 -1.539
H -3.15780 2.50302 -3.44540 -0.1 -0.2 -0.1 0.428
H -4.27289 1.33307 -2.68861 0.1 0.0 -0.2 0.393
H -3.51458 0.94809 -4.27045 -0.1 0.2 0.2 0.544
C -0.58115 0.89755 -3.58753 0.1 0.2 0.0 -1.235
H 0.19375 0.14184 -3.41266 -0.1 0.1 -0.1 0.177
H -0.14016 1.88344 -3.40753 -0.1 -0.1 -0.2 0.180
H -0.94028 0.83555 -4.62281 0.2 -0.1 0.2 0.580
C -2.36724 -1.11962 -2.75900 -0.1 -0.4 0.2 -1.148
H -2.72110 -1.59300 -1.83667 0.0 -0.1 -0.2 0.262
H -1.48565 -1.66464 -3.11765 -0.2 0.2 0.1 0.191
H -3.15597 -1.19184 -3.51977 0.2 0.0 0.2 0.597
P 3.56732 1.90746 -1.38181 -0.3 -0.3 0.2 1.580
C 3.52449 3.48220 -2.20212 0.2 0.5 -0.4 -1.358
C 4.09600 0.61101 -2.51032 0.2 -0.1 -0.3 -1.306
H 2.94125 4.20860 -1.62796 0.1 -0.1 0.0 0.421
H 3.08671 3.38683 -3.20241 0.0 -0.1 0.2 0.436
H 4.53785 3.88262 -2.31795 -0.1 -0.1 0.1 0.432
H 4.25756 -0.33519 -1.97517 -0.1 0.3 -0.1 0.301
H 5.03700 0.89334 -3.00447 -0.2 0.0 0.2 0.514
H 3.32654 0.46063 -3.27923 0.2 0.0 0.2 0.389
C 4.67188 1.92966 0.02799 0.3 0.1 0.2 -1.380
H 4.49034 2.81910 0.64227 0.0 -0.2 -0.1 0.419
H 5.72086 1.94487 -0.29546 -0.2 0.0 0.0 0.469
H 4.49607 1.03211 0.62970 0.0 0.2 -0.1 0.353
H -1.45970 -1.06266 0.35272 0.2 1.2 -0.8 0.230
C -0.75001 5.46595 -0.21596 0.1 0.2 -0.1 -1.141
C -2.06590 4.66845 -0.19120 0.3 0.2 0.2 1.864
C -3.26935 5.52253 -0.58499 0.0 0.1 0.1 -1.673
C -2.02886 3.46057 -1.11850 0.6 -0.5 -0.2 -1.207
H -0.47950 5.66734 -1.26296 0.0 0.1 0.3 0.378
H 0.09932 4.92512 0.23442 -0.3 0.1 -0.1 -0.068
H -0.83480 6.42664 0.32402 0.0 -0.4 -0.3 0.430
H -2.21706 4.37595 0.86573 -0.1 -0.2 0.0 -0.648
H -3.15567 5.75408 -1.64671 -0.2 0.2 0.1 0.357
H -4.18004 4.92955 -0.46520 0.0 0.2 0.0 0.393
H -3.35896 6.44603 0.00187 0.0 -0.2 -0.2 0.423
H -3.04728 3.15125 -1.42177 0.6 0.4 0.0 0.399
H -1.33780 3.61014 -1.96995 -0.7 0.1 0.1 0.489